The following is a quantum chemistry calculation of a single C4H8N4 molecule at a distorted geometry, from the Open Molecules 2025 dataset.

The geometry in XYZ format:
```
16
Properties=species:S:1:pos:R:3:forces:R:3:nbo_charge:R:1
C -1.4075 -0.1537 -0.7582 1.2 0.4 0.5 -0.105
N -1.2415 -1.4962 -0.5766 0.5 -0.6 0.3 -0.783
C 0.2206 0.6736 -0.8025 -1.3 0.0 -0.6 -0.168
C 0.6872 1.4261 -1.6397 0.1 0.0 0.1 -0.205
H -0.4715 -1.6925 0.1793 -0.9 0.2 -0.6 0.418
H -1.0125 -1.9869 -1.4353 -0.1 0.1 0.1 0.359
H -1.7890 0.3638 0.1153 -0.1 0.0 -0.2 0.226
H -1.8484 0.1487 -1.7019 0.1 0.0 0.1 0.209
H 1.1278 2.0936 -2.3374 0.1 0.1 -0.1 0.233
C 1.1496 -0.0308 0.6961 0.7 -1.6 0.8 0.152
N 0.7523 0.7583 1.8441 -0.6 0.4 0.3 -0.114
N -0.4018 1.1776 1.9152 0.3 -0.2 -0.2 -0.319
N 0.9277 -1.3461 0.8475 0.2 1.2 0.0 -0.775
H -0.5077 1.6577 2.8222 0.2 -0.1 -0.1 0.324
H 1.6542 -1.8898 0.3896 0.0 0.1 -0.1 0.351
H 2.1605 0.2967 0.4422 -0.3 0.0 -0.3 0.197
```
Positions in Å, forces in eV/Å.

**Frontier orbital gap**: 8.400 eV
**Multiplicity**: 1
**Total charge**: 0
**HOMO energy**: -8.664 eV
**ΔE to the lowest compared entry with this formula, charge and spin**: 154.1 kcal per mole